{"formula": "C30H42N2O2P2Sr", "method": "the ωB97M-V functional and the def2-TZVPD basis", "species": ["P", "P", "C", "C", "H", "H", "H", "H", "C", "H", "H", "H", "C", "H", "H", "H", "C", "H", "H", "H", "C", "H", "H", "H", "Sr", "C", "C", "C", "C", "C", "C", "C", "C", "C", "H", "H", "H", "H", "H", "H", "H", "H", "H", "H", "H", "H", "H", "H", "H", "O", "C", "N", "C", "C", "O", "N", "C", "C", "C", "C", "C", "C", "C", "C", "C", "C", "C", "C", "H", "H", "H", "H", "H", "H", "H", "H", "H", "H", "H"], "coordinates": [[0.19500, -1.48170, -1.70670], [-0.09270, 1.60030, -1.60500], [-0.17330, -0.60260, -3.30580], [0.36460, 0.83600, -3.23990], [-1.26510, -0.59160, -3.40980], [0.23470, -1.14710, -4.16560], [1.46050, 0.83020, -3.28480], [0.00330, 1.44110, -4.07990], [-1.73960, 2.34920, -1.93830], [-2.01040, 2.98700, -1.09190], [-2.48810, 1.55560, -2.01350], [-1.74100, 2.94380, -2.85860], [0.98810, 3.08150, -1.51840], [0.94640, 3.67590, -2.43760], [2.01730, 2.76190, -1.33390], [0.66750, 3.69770, -0.67340], [-0.88000, -2.96730, -1.78920], [-0.64740, -3.68810, -0.99780], [-0.75770, -3.44240, -2.76630], [-1.92220, -2.64910, -1.69470], [1.86270, -2.20150, -1.99800], [2.61090, -1.40490, -1.96210], [1.92320, -2.71900, -2.96200], [2.08410, -2.90640, -1.19150], [0.00000, 0.00000, 0.00000], [0.57580, 1.76460, -7.27880], [-0.73900, 1.80620, -7.03250], [-1.86250, 0.98510, -7.60890], [-1.48550, -0.33580, -8.31550], [-0.76360, -1.30550, -7.41100], [0.54050, -1.36570, -7.11630], [1.68480, -0.50870, -7.59060], [1.33430, 0.85840, -8.21850], [0.03960, -1.49030, 1.50390], [1.19770, 2.45490, -6.70860], [-1.07070, 2.54400, -6.30070], [-2.43950, 1.60940, -8.30920], [-2.55660, 0.75290, -6.78890], [-2.41680, -0.80490, -8.65410], [-0.90910, -0.12600, -9.21840], [-1.40670, -2.03250, -6.91470], [0.84380, -2.15220, -6.42410], [2.28930, -1.08420, -8.30920], [2.34610, -0.33480, -6.73010], [2.27780, 1.34850, -8.48650], [0.79460, 0.71230, -9.15600], [0.70320, -1.18510, 2.32050], [0.35710, -2.48250, 1.15790], [-0.97500, -1.58650, 1.91450], [0.27080, 3.54360, 1.82020], [0.02410, 2.71540, 2.68010], [-0.05670, 3.02310, 4.00160], [-0.26770, 1.80490, 4.75510], [-0.43780, 0.85180, 3.62450], [-0.75620, -0.30670, 3.80700], [-0.17190, 1.40910, 2.40810], [0.99650, 1.48990, 5.58690], [1.81570, 0.35580, 5.35060], [2.94430, 0.10710, 6.13310], [3.28490, 0.97840, 7.16540], [2.49930, 2.10460, 7.41310], [1.36830, 2.36290, 6.63000], [-1.56460, 1.78020, 5.58240], [-1.59140, 1.28680, 6.91250], [-2.79200, 1.18370, 7.61780], [-3.98930, 1.56660, 7.01840], [-3.98830, 2.05370, 5.71010], [-2.78890, 2.15700, 4.99440], [0.07970, 3.96290, 4.40280], [1.60140, -0.35340, 4.56370], [3.55560, -0.76570, 5.93890], [4.15890, 0.77900, 7.77260], [2.76660, 2.77900, 8.21660], [0.77220, 3.24040, 6.84370], [-0.69880, 0.94330, 7.41470], [-2.79270, 0.78970, 8.62700], [-4.91840, 1.47360, 7.56580], [-4.92230, 2.33750, 5.24470], [-2.81730, 2.51530, 3.97380]], "forces_ev_per_angstrom": [[0.8, -7.0, -7.2], [-0.2, 7.9, -7.8], [0.1, -0.2, -0.2], [-0.1, 0.1, -0.1], [0.1, 0.0, 0.0], [-0.2, 0.1, 0.0], [-0.1, 0.0, 0.0], [0.1, -0.1, 0.0], [0.0, 0.0, -0.2], [0.1, -0.1, -0.1], [0.0, 0.1, -0.1], [0.0, -0.1, 0.1], [-0.1, 0.2, -0.3], [0.1, -0.1, 0.0], [-0.1, 0.1, 0.0], [0.1, -0.2, 0.1], [0.0, 0.0, -0.5], [0.0, 0.3, -0.1], [-0.1, -0.1, 0.1], [0.1, -0.1, 0.1], [0.0, 0.0, -0.1], [0.0, -0.1, -0.1], [0.0, 0.1, 0.1], [-0.1, 0.1, -0.1], [-0.8, 4.2, 13.4], [-0.4, 0.0, 0.1], [0.4, 0.0, 0.0], [0.0, -0.1, -0.1], [0.0, 0.2, 0.0], [0.4, 0.0, 0.1], [-0.4, 0.0, -0.1], [0.0, 0.1, -0.1], [0.0, -0.2, 0.0], [0.5, -4.9, 2.4], [-0.1, -0.1, -0.1], [0.1, -0.1, -0.1], [0.1, -0.1, 0.1], [0.1, 0.0, -0.1], [0.1, 0.1, 0.0], [-0.1, -0.1, 0.1], [0.1, 0.1, -0.1], [0.0, 0.0, -0.1], [-0.1, 0.1, 0.1], [-0.1, 0.0, -0.1], [-0.1, -0.1, 0.0], [0.1, 0.1, 0.1], [-0.1, -0.2, -0.1], [0.0, -0.6, 0.4], [0.2, -0.1, 0.1], [0.2, 1.2, -1.0], [0.5, 0.9, -1.1], [-0.4, 0.7, 1.2], [0.4, 1.1, 1.5], [0.0, -2.0, -1.5], [-0.4, 0.0, 0.8], [-0.5, -0.5, 0.8], [0.5, -0.6, 0.3], [-0.2, 0.6, 0.3], [-0.3, 0.6, 0.2], [-0.2, 0.0, -0.1], [-0.2, -0.2, -0.4], [0.4, -0.7, -0.3], [-0.4, -0.2, 0.9], [-0.4, 0.2, -0.7], [0.0, 0.2, -0.6], [0.2, 0.0, -0.2], [0.6, -0.1, 0.1], [0.2, -0.2, 0.7], [-0.1, -1.1, -0.7], [-0.3, 0.1, -0.1], [0.0, 0.0, 0.0], [0.0, 0.0, 0.0], [0.0, 0.0, 0.0], [-0.1, 0.0, 0.0], [0.2, 0.1, -0.2], [0.0, 0.0, 0.0], [0.0, 0.0, 0.0], [0.0, 0.0, -0.1], [0.1, 0.0, -0.1]], "orbital_gap_ha": 0.200, "relative_energy_kcal_mol": 178.4, "e_lumo_ha": -0.00606, "energy_ha": -2141.4399, "fmax_ev_per_a": 14.08}